No. 1
Density functional theory data (wB97M-V/def2-TZVPD) for a cluster of 2 separate species, C4H8NO6PS2 in total at a distorted geometry.

Summary:
Relative energy (zero: lowest compared OMol25 entry of this formula, charge and spin)   0.219 eV
Total energy   -49010.4920 eV
Total charge   0

Element x y z (Å)
C  0.0835  -2.6384  -0.0471
C  0.5928  -1.6084  0.9403
C  1.5663  -1.2594  -1.1178
C  -3.1092  0.6105  -0.7846
N  1.4033  -0.8025  0.1487
O  -0.6245  -3.5752  0.1108
O  -2.0654  2.0902  0.7125
O  -0.4166  0.8845  -0.6233
O  0.7680  -2.2981  -1.2206
O  3.3088  0.6757  1.1544
O  0.9264  1.5171  1.5261
P  1.8288  0.9219  0.5085
S  2.1521  1.8232  -1.3344
S  -1.5623  1.7348  -0.8152
H  -0.2741  -1.1259  1.3579
H  1.1348  -2.3018  1.6769
H  2.1565  0.4196  -1.8359
H  -3.4771  0.4344  -1.8242
H  -2.7453  -0.2585  -0.4135
H  -3.7627  1.0488  -0.1659
H  3.8226  1.2338  0.5462
H  -1.7067  2.4738  1.5002

No. 2
Density functional theory data (wB97M-V/def2-TZVPD) for a cluster of 2 separate species, C17H28Cl2F6N4O6PS2 in total at a distorted geometry.

Summary:
Total energy   -108623.9985 eV
Total charge   +1

Element x y z (Å)
C  -3.3499  -1.0866  3.0022
O  -4.5437  -0.8046  2.2187
C  -4.2135  0.2479  1.2800
C  -5.1370  0.1478  -0.0375
C  -4.1010  0.0234  -1.3015
C  -3.7657  1.5301  -1.7467
C  -2.4547  1.6895  -2.6636
C  -1.1576  0.8683  -2.0942
N  -1.0378  1.1155  -0.6229
C  -0.6335  2.5189  -0.4646
N  -1.3485  3.2827  0.4070
S  -1.5397  2.7330  2.0725
S  -2.0725  4.8119  0.0146
N  0.5013  3.1541  -1.1140
P  1.9547  3.1845  -0.1274
N  1.6425  2.8406  1.4230
O  3.1845  2.1502  -0.6987
O  2.5302  4.7839  -0.1441
C  0.7175  2.7675  -2.5390
C  0.0913  1.3618  -2.9774
C  1.2316  0.2318  -3.1995
O  2.2991  0.5973  -3.7688
C  1.0884  -1.3156  -2.8078
F  2.1995  -1.9880  -3.4392
F  -0.0711  -1.9522  -3.3843
C  1.2368  -1.6382  -1.2358
F  1.8350  -0.4600  -0.6468
F  -0.0496  -1.9336  -0.7181
C  2.2212  -2.8542  -0.8823
F  3.6093  -2.5176  -1.0149
F  1.8876  -4.0764  -1.5248
C  2.0284  -3.1501  0.7118
O  1.0846  -3.8544  1.1563
O  3.0013  -2.6252  1.6018
H  -2.5469  -1.5340  2.3080
H  -2.9466  -0.1199  3.4848
H  -3.5329  -1.8439  3.8358
H  -4.3970  1.2590  1.8024
H  -3.0805  0.2222  1.0462
H  -5.8868  -0.7140  -0.0195
H  -5.6567  1.1694  -0.1800
H  -4.5959  -0.5800  -2.1514
H  -3.1932  -0.5728  -0.9479
H  -4.6542  1.8782  -2.3945
H  -3.6828  2.2777  -0.8855
H  -2.2159  2.7817  -2.9025
H  -2.6984  1.1757  -3.6664
H  -1.4324  -0.2350  -2.2288
H  -0.4080  0.4527  -0.1461
H  -0.5400  1.7645  2.2928
H  -3.4494  4.5266  0.0688
H  2.2104  2.0395  1.7309
H  3.3931  1.5063  0.0167
H  2.5041  5.1369  0.7758
H  1.8394  2.8809  -2.7603
H  0.2020  3.5754  -3.1897
H  -0.3378  1.5315  -4.0416
H  2.5830  -2.2393  2.4046
Cl  4.3386  -3.8093  5.5194
C  5.5817  -3.8521  4.2426
C  5.4130  -5.0418  3.3190
Cl  5.7721  -6.5832  4.1358
H  6.5612  -3.8532  4.7241
H  5.4836  -2.9247  3.6742
H  6.1058  -4.9602  2.4791
H  4.3986  -5.0990  2.9191

No. 3
Density functional theory data (wB97M-V/def2-TZVPD) for a cluster of 2 separate species, C5H9NO in total at a distorted geometry.

Summary:
Relative energy (zero: lowest compared OMol25 entry of this formula, charge and spin)   5.634 eV
Total energy   -8863.5787 eV
Total charge   0

Element x y z (Å)
C  2.0285  0.4305  -0.3764
O  0.7201  0.5420  0.1708
C  0.2205  -0.6195  0.9534
C  -1.2272  -0.4349  0.9547
C  -0.8047  0.9751  -0.9131
C  -2.0597  -1.3727  0.3029
N  -2.7319  -2.0876  -0.3283
H  2.2083  1.3176  -0.9901
H  2.1265  -0.4744  -0.9911
H  2.7425  0.4084  0.4510
H  0.7160  -0.5287  1.9247
H  0.5425  -1.5323  0.4351
H  -1.6770  0.1211  1.7740
H  -1.6039  1.5341  -0.4466
H  -0.0885  1.6146  -1.4343
H  -1.1119  0.1066  -1.4866